DFT (ωB97M-V/def2-TZVPD) results for C17H26N2O2S in the gas phase.

```
48
C17H26N2O2S | the Open Molecules 2025 dataset | ωB97M-V/def2-TZVPD
C -5.06 -1.77 -3.14
O -3.68 -2.04 -3.07
C -2.84 -1.02 -2.71
C -3.23 0.28 -2.45
C -2.27 1.23 -2.10
C -0.93 0.90 -2.03
O 0.06 1.80 -1.69
C -0.30 3.14 -1.47
C -0.53 -0.42 -2.29
C 0.92 -0.84 -2.23
C 1.71 -0.27 -3.40
N 1.54 -0.42 -0.98
C 1.44 -1.14 0.16
S 0.93 -2.71 0.18
N 1.85 -0.51 1.28
C 1.82 -1.10 2.60
C 2.96 -0.54 3.45
C 2.72 0.91 3.85
C 1.38 1.08 4.54
C 0.25 0.58 3.65
C 0.47 -0.89 3.28
C -1.49 -1.36 -2.63
H -5.53 -2.71 -3.42
H -5.46 -1.44 -2.18
H -5.28 -1.01 -3.90
H -4.26 0.59 -2.49
H -2.61 2.23 -1.90
H 0.63 3.67 -1.27
H -0.78 3.58 -2.36
H -0.97 3.24 -0.61
H 0.97 -1.93 -2.24
H 1.67 0.82 -3.39
H 1.28 -0.62 -4.34
H 2.75 -0.59 -3.34
H 1.67 0.58 -0.91
H 2.06 0.48 1.23
H 1.97 -2.18 2.44
H 3.90 -0.64 2.91
H 3.03 -1.15 4.36
H 3.53 1.24 4.51
H 2.75 1.56 2.96
H 1.22 2.13 4.80
H 1.38 0.50 5.47
H -0.71 0.69 4.16
H 0.21 1.18 2.73
H -0.32 -1.24 2.62
H 0.44 -1.49 4.19
H -1.20 -2.38 -2.82
```

Summary:
- orbital gap (eV) = 8.3
- structure (SMILES) = COc1ccc(OC)c([C@@H](C)NC(=S)NC2CCCCC2)c1
- DFT total energy (a.u.) = -1321.5727
- largest force on an atom (hartree/bohr) = 0.0152
- ΔE to the lowest compared entry with this formula, charge and spin (kJ/mol) = 134.6